A molecular structure, C73H166AsF6NO31, computed with the ωB97M-V functional and the def2-TZVPD basis.

```
278
Properties=species:S:1:pos:R:3:forces:R:3
C 0.3288 -3.3383 -0.7153 -0.860 -0.179 -0.395
C 1.3006 -2.1653 -0.8735 -0.554 1.316 0.845
C 0.8230 -0.8740 -0.0250 1.193 -0.026 -0.645
C 1.7519 0.3943 -0.2880 -0.280 0.432 0.090
N 1.3478 1.7879 0.2792 -0.390 -0.039 1.211
C 2.2406 2.8817 -0.3298 -0.483 1.036 -0.127
C 1.3915 3.7054 -1.3327 -0.638 -1.279 -0.310
C -0.0092 2.9598 -1.5168 1.999 0.301 1.131
C -0.1051 2.2378 -0.1689 -0.081 -0.453 0.039
C 1.5281 1.8816 1.8684 -0.488 -0.070 -0.566
C 0.7624 0.8439 2.6923 -0.182 0.056 0.131
C 0.5625 1.1723 4.1593 -0.902 0.825 1.118
H -0.5516 -3.1429 -1.3275 -0.225 0.098 0.092
H -0.0490 -3.5724 0.2799 0.114 0.671 0.438
H 0.6237 -4.3385 -1.0325 0.884 0.341 -0.461
H 1.2875 -1.7907 -1.8970 0.175 -0.456 -0.260
H 2.3211 -2.4610 -0.6302 0.051 0.271 0.128
H 0.8071 -1.1416 1.0316 0.174 0.144 -0.040
H -0.2078 -0.6363 -0.2873 -0.037 -0.120 -0.162
H 1.8764 0.6944 -1.3284 -0.281 -0.842 -0.425
H 2.7767 0.2841 0.0665 -0.016 -0.384 0.203
H 2.5376 3.5746 0.4575 -0.054 -0.385 0.330
H 3.1768 2.5873 -0.8040 -0.259 -1.043 0.294
H 1.2105 4.6899 -0.9014 0.056 0.036 -0.399
H 1.9660 3.7396 -2.2584 -0.366 0.530 -0.090
H -0.7899 3.7145 -1.6117 -0.110 -0.249 -0.048
H -0.0565 2.2369 -2.3312 0.160 0.249 -0.166
H -0.5542 2.9032 0.5684 0.551 0.027 0.411
H -0.7851 1.3893 -0.2452 0.421 -0.257 0.280
H 1.2652 2.9254 2.0398 -0.457 -0.189 0.433
H 2.5573 1.7970 2.2174 0.418 0.070 -1.067
H 1.3163 -0.0828 2.8424 0.138 -0.169 -1.398
H -0.2322 0.6652 2.2839 0.101 -0.316 -0.230
H -0.4583 1.5098 4.3388 0.026 0.266 -0.046
H 1.2055 1.9226 4.6194 0.303 0.039 -0.332
H 0.6518 0.2735 4.7695 0.217 -0.183 0.014
As 6.1420 0.7711 -0.1217 0.206 -0.883 -0.607
F 7.2646 0.1533 1.1490 -1.459 0.967 -1.055
F 5.0625 -0.6814 0.2687 0.910 1.629 -0.533
F 4.9970 1.2857 -1.4617 0.930 -0.431 1.526
F 7.2168 2.1560 -0.4229 -1.333 -1.151 0.472
F 7.0014 -0.1659 -1.3436 -0.673 0.484 0.904
F 5.0974 1.7170 0.9903 0.948 -0.700 -0.585
C 5.0299 -0.9354 3.7508 -0.026 -0.165 -0.864
O 5.0628 -1.2121 5.1489 0.434 0.671 -0.533
C 5.1974 0.0354 5.8692 -1.131 -1.901 0.400
C 5.1864 -0.2297 7.3797 0.186 1.930 1.074
O 4.1087 0.4457 8.0741 -0.088 -0.074 -0.461
C 2.7847 -0.0355 7.9185 1.067 -0.372 1.562
C 1.8400 0.6654 8.9249 -0.116 0.980 -3.470
O 1.4912 1.9920 8.4276 -1.599 -2.276 1.049
C 2.5128 2.8509 8.1705 0.752 1.357 -0.436
H 4.1086 -0.4372 3.4490 -0.339 0.257 0.162
H 5.1037 -1.8194 3.1174 -0.120 -0.519 0.561
H 5.8394 -0.3320 3.3401 0.296 0.329 0.605
H 4.2868 0.6013 5.6725 0.105 0.567 -0.208
H 6.0870 0.5917 5.5738 -0.027 -0.152 -0.194
H 6.0340 0.3606 7.7277 0.121 -0.125 0.310
H 5.3317 -1.1948 7.8651 -0.172 -0.600 -0.970
H 2.7552 -1.0763 8.2410 0.122 -0.548 0.020
H 2.4379 -0.0371 6.8852 -0.241 0.539 -0.186
H 2.2068 0.6275 9.9507 -0.105 0.106 -0.051
H 0.9122 0.1458 8.6855 -0.239 -0.235 1.107
H 3.1169 2.5493 7.3148 0.481 -0.237 0.218
H 3.0809 3.0167 9.0858 0.537 0.249 -0.218
H 2.0420 3.7722 7.8274 0.022 0.283 0.400
C -8.1071 1.5550 2.1639 -0.185 -0.456 -0.315
O -6.9195 1.7626 1.4522 0.738 0.162 -0.621
C -7.1536 2.3253 0.1712 0.593 -0.654 -0.730
C -5.8403 2.5686 -0.5680 -0.194 0.452 -0.056
O -5.1567 1.3990 -0.9603 -0.135 -0.764 0.150
C -3.7458 1.4460 -1.0378 0.315 0.709 0.966
C -3.0997 0.0754 -1.0482 -1.440 -0.865 -0.113
O -3.2177 -0.5988 0.2118 -0.739 -0.165 0.165
C -4.6212 -0.8109 0.6415 1.271 0.569 0.526
H -8.6598 2.4932 2.2125 -0.231 -0.023 0.437
H -7.8683 1.1133 3.1314 0.075 0.488 0.119
H -8.7081 0.8018 1.6544 -0.353 0.003 -0.184
H -7.6758 3.2785 0.2541 -0.042 0.230 0.062
H -7.7403 1.6872 -0.4896 -0.452 -0.429 0.307
H -5.3224 3.2510 0.1060 0.975 -0.154 -0.059
H -6.0273 3.0800 -1.5123 -0.443 0.571 0.145
H -3.4189 1.9493 -0.1280 0.347 0.042 0.350
H -3.3467 2.0869 -1.8240 -0.284 -0.110 -0.701
H -2.0776 0.1122 -1.4249 0.272 0.196 0.635
H -3.5563 -0.6023 -1.7695 -0.435 0.290 -0.473
H -4.6965 -1.6911 1.2800 0.473 -0.450 -0.483
H -5.3523 -0.8338 -0.1667 0.330 -0.044 -0.050
H -4.8584 -0.0108 1.3427 -0.241 0.363 -0.509
C -1.9480 -3.4528 -8.3587 -0.569 0.433 1.060
O -0.7394 -3.4468 -7.6189 1.223 -1.030 -0.244
C 0.2551 -4.4668 -7.9666 -1.423 -0.546 -0.454
C -0.1275 -5.9616 -7.6306 -0.762 2.123 0.798
O -0.3751 -6.0264 -6.1910 2.062 0.316 -2.026
C -0.8219 -7.3027 -5.8987 -0.209 -0.685 2.331
C -0.7359 -7.5067 -4.3255 -0.881 -0.349 -0.492
O 0.4997 -8.0044 -3.8857 0.928 -0.652 -0.186
C 1.5222 -7.0733 -3.5151 -1.455 -0.042 -0.941
H -1.9148 -3.3915 -9.4465 0.639 -0.334 -0.099
H -2.4636 -2.5491 -8.0336 0.060 0.199 -0.051
H -2.6159 -4.2447 -8.0198 0.096 -0.477 -0.291
H 1.2095 -4.2324 -7.4951 -0.322 0.252 0.337
H 0.3975 -4.3534 -9.0413 0.189 -0.362 -0.209
H 0.5985 -6.6605 -8.0459 0.670 0.049 0.635
H -1.0456 -6.3016 -8.1097 -0.423 0.419 -0.251
H -0.2294 -8.1582 -6.2229 0.611 0.240 -0.659
H -1.7687 -7.3565 -6.4361 -0.774 -0.712 0.756
H -1.4035 -8.3042 -3.9994 -0.444 0.049 -0.352
H -1.0271 -6.6329 -3.7427 0.031 0.405 -0.202
H 1.5176 -6.3265 -4.3090 0.586 0.396 0.205
H 2.4691 -7.6108 -3.4643 -0.148 0.107 0.132
H 1.2131 -6.6296 -2.5687 0.458 0.219 0.190
C 3.0952 -0.7961 -6.0699 -0.521 0.625 -0.628
O 3.2616 -0.1048 -4.8358 2.070 -0.716 -0.671
C 4.5829 -0.4041 -4.2539 -1.179 0.461 2.615
C 4.4094 -1.6089 -3.2631 0.645 0.543 -0.152
O 3.9910 -2.7575 -3.9477 0.206 -1.065 0.911
C 5.0656 -3.4627 -4.5602 -1.307 0.889 -1.249
C 4.4868 -4.7524 -5.0696 1.052 0.377 -0.762
O 5.5509 -5.3696 -5.7707 0.791 -1.598 0.093
C 6.4250 -6.3645 -5.1984 0.288 0.384 -1.061
H 2.5120 -1.7120 -5.9748 0.472 -0.363 0.233
H 4.0365 -0.9013 -6.6093 0.184 -0.571 0.306
H 2.5239 -0.1982 -6.7799 -0.342 0.520 0.262
H 4.8619 0.4937 -3.7024 -0.523 -0.019 0.611
H 5.5086 -0.4440 -4.8279 -0.657 -0.775 -1.338
H 3.7058 -1.4580 -2.4444 -0.501 0.652 -0.444
H 5.2978 -1.8786 -2.6921 0.643 0.512 -0.254
H 6.0203 -3.6701 -4.0767 -0.241 0.411 1.060
H 5.2702 -2.8233 -5.4189 0.761 -0.359 -0.406
H 3.8313 -4.4770 -5.8958 -0.754 -0.342 0.447
H 4.0185 -5.3293 -4.2721 -0.059 -0.236 -0.136
H 6.0525 -7.3885 -5.1739 -0.839 0.141 0.425
H 6.9427 -6.1088 -4.2739 -0.471 0.283 0.294
H 7.2183 -6.4677 -5.9388 0.130 0.305 -0.068
C -4.7503 8.3694 -0.8912 -1.057 1.031 -0.279
O -5.2937 7.2207 -1.5344 1.178 -0.698 -0.092
C -4.5370 6.0114 -1.3038 0.262 -0.873 1.410
C -3.0145 5.9921 -1.6291 -0.526 2.233 0.153
O -2.2465 6.3860 -0.4907 -0.432 -0.362 1.027
C -0.9615 6.9972 -0.5294 0.242 0.374 1.211
C -0.4550 7.2390 0.9274 0.563 -1.959 0.104
O -0.6876 8.4093 1.5865 -1.298 2.821 0.602
C -1.8982 8.6399 2.4133 1.226 -1.411 -1.731
H -5.4092 9.2320 -0.9912 -1.200 -0.483 -0.200
H -3.9534 8.8809 -1.4310 1.186 -1.004 0.370
H -4.7026 8.2746 0.1936 0.864 -0.386 -0.051
H -5.0324 5.1236 -1.6969 -0.244 0.618 -1.294
H -4.6515 5.6859 -0.2698 0.276 0.667 0.813
H -3.0057 6.8380 -2.3164 0.743 -0.267 -0.901
H -2.6252 5.0604 -2.0395 -0.277 -0.030 -0.202
H -0.9403 7.9863 -0.9869 -0.366 0.057 -0.454
H -0.1818 6.3967 -0.9981 -0.201 -0.295 -0.390
H 0.6242 7.1087 1.0082 0.595 0.628 -1.110
H -0.5968 6.3724 1.5732 -1.380 -0.549 0.128
H -2.7897 8.3971 1.8350 -0.068 -0.410 0.077
H -2.0110 9.6976 2.6513 0.716 -0.198 0.273
H -1.7140 7.9433 3.2312 -0.749 0.430 0.518
C -2.3922 0.5758 -5.1629 0.906 1.570 -0.800
O -1.4709 0.7168 -4.0779 -0.782 -0.819 0.493
C -0.2439 -0.0152 -4.1246 -0.238 0.617 -0.494
C -0.3336 -1.4131 -4.6902 1.078 -0.257 0.670
O -1.3524 -2.1192 -4.0346 -1.981 1.284 0.439
C -1.3688 -3.4722 -4.3140 -0.619 -2.105 -0.280
C -2.6616 -4.3512 -3.9245 1.593 1.145 1.224
O -2.7420 -4.8077 -2.5517 0.505 0.755 -0.037
C -3.3806 -3.8150 -1.7502 -0.384 -0.762 0.101
H -1.9448 0.7612 -6.1394 1.006 -0.882 -0.292
H -2.8979 1.5398 -5.2168 -1.077 -0.352 0.946
H -3.0135 -0.3167 -5.2369 0.058 0.073 0.629
H 0.2096 -0.0844 -3.1359 -0.560 0.173 0.455
H 0.4247 0.6504 -4.6706 0.539 -0.534 -0.492
H 0.5544 -1.9545 -4.3638 0.867 0.270 -0.386
H -0.3163 -1.4075 -5.7800 -0.724 -0.332 -0.184
H -0.4941 -3.9265 -3.8487 0.209 -0.412 0.237
H -1.2406 -3.6281 -5.3851 -0.089 -0.071 -0.176
H -2.5442 -5.2792 -4.4841 -0.458 0.351 -0.389
H -3.5623 -3.7517 -4.0565 -0.155 -0.254 -0.895
H -3.4186 -4.0943 -0.6973 0.764 -0.240 0.054
H -4.4442 -3.8428 -1.9871 -0.213 0.660 -0.471
H -2.9165 -2.8349 -1.8611 -0.150 0.075 -0.040
C 1.1210 3.2118 -6.6277 0.929 -0.865 0.365
O -0.2640 3.3164 -6.6330 -0.586 0.128 -1.738
C -0.9373 3.6206 -5.4858 0.480 2.132 1.625
C -0.7649 5.1187 -5.0016 -1.105 -0.370 -0.670
O 0.5418 5.4924 -4.7362 1.765 -0.917 0.147
C 0.9213 6.8477 -4.7592 -1.903 0.679 1.481
C 2.1606 7.1188 -3.9426 0.784 -0.875 -0.136
O 1.9341 6.9803 -2.5301 -0.873 -0.509 -0.035
C 3.0649 6.9269 -1.6783 0.542 0.077 -0.622
H 1.6791 3.9651 -7.1836 -0.460 0.554 0.088
H 1.3672 2.2764 -7.1303 0.095 -0.231 0.106
H 1.4966 3.1810 -5.6049 0.204 -0.017 0.039
H -0.6474 2.9786 -4.6540 -0.008 -0.321 0.118
H -2.0022 3.5158 -5.6937 -0.013 -0.123 0.087
H -1.3749 5.2718 -4.1113 -0.259 -0.152 0.341
H -1.2229 5.7508 -5.7623 0.105 0.223 -0.363
H 0.2046 7.4326 -4.1828 -0.863 0.135 -0.114
H 0.8806 7.2470 -5.7726 0.666 0.040 -0.114
H 2.4952 8.1398 -4.1265 0.221 -0.005 -0.268
H 2.8576 6.3709 -4.3207 0.789 0.114 0.382
H 2.8232 7.0752 -0.6258 -0.649 0.588 -0.207
H 3.7887 7.6678 -2.0176 0.192 0.154 0.298
H 3.5800 5.9673 -1.6326 -0.023 -0.426 -0.693
C 1.1025 -4.2187 3.3248 -1.505 0.675 -0.359
O 1.2955 -2.8140 3.7924 1.255 -2.824 1.423
C 2.2362 -2.7501 4.8397 -0.473 1.831 -1.622
C 1.8294 -3.1823 6.3199 -0.324 1.714 1.400
O 0.9197 -2.2434 6.8846 0.416 -1.258 -2.086
C -0.3756 -2.2623 6.3183 -1.342 -0.123 0.336
C -1.2750 -3.1298 7.2275 -0.845 -1.143 0.181
O -2.4151 -3.6205 6.5352 0.817 1.635 -0.478
C -3.3583 -4.2934 7.3179 -0.845 -0.225 0.548
H 0.7911 -4.8973 4.1190 -0.080 0.407 0.524
H 1.9108 -4.7548 2.8273 0.600 0.950 -0.067
H 0.2555 -4.0989 2.6494 0.212 -0.276 -0.093
H 2.4720 -1.6864 4.8731 0.205 -0.053 0.438
H 3.1538 -3.2990 4.6278 -0.006 -0.428 0.047
H 2.7229 -2.9505 6.8995 0.286 -0.575 -0.212
H 1.5431 -4.2328 6.3724 -0.432 0.030 -0.172
H -0.4565 -2.6654 5.3088 0.642 -0.391 -0.228
H -0.7616 -1.2453 6.2482 0.210 0.095 0.408
H -1.5222 -2.5552 8.1201 -0.279 0.117 0.026
H -0.7638 -4.0349 7.5554 0.776 0.091 0.177
H -3.5718 -3.8836 8.3050 0.657 0.435 0.225
H -3.0708 -5.3360 7.4540 -0.133 -0.171 -0.114
H -4.3354 -4.1818 6.8479 0.201 -0.403 -0.455
C -3.0618 3.0158 2.5629 0.841 0.440 1.069
O -1.8088 3.2059 3.2784 -1.017 0.109 -0.438
C -1.8989 4.4328 3.9827 2.497 -0.504 1.047
C -0.7375 4.5384 5.0059 -0.206 2.073 -2.070
O 0.4682 4.7083 4.2443 -1.531 -1.263 -0.899
C 1.5703 4.8369 5.0346 2.262 -0.310 -0.478
C 2.8246 5.0419 4.0767 -0.693 -0.517 0.893
O 3.4634 3.8069 3.7446 0.574 0.586 0.083
C 4.7469 4.0837 3.1341 -0.602 -0.566 -0.430
H -3.2536 3.8474 1.8848 0.081 0.159 -0.171
H -3.7748 3.0669 3.3858 -0.818 -0.560 -0.586
H -3.0370 2.0841 1.9976 -0.041 -0.071 0.406
H -2.7677 4.6018 4.6189 -0.742 -0.343 -0.525
H -1.7114 5.2461 3.2816 -0.504 0.258 -0.028
H -0.7331 3.8386 5.8415 0.305 -0.355 -0.249
H -0.8407 5.5701 5.3420 -0.619 -0.002 1.143
H 1.6598 3.9294 5.6316 0.634 -0.292 0.074
H 1.4512 5.6282 5.7748 0.169 0.613 -0.085
H 3.5469 5.7229 4.5269 0.072 0.021 0.260
H 2.5214 5.4804 3.1259 -0.479 0.362 0.073
H 5.5038 4.3925 3.8552 -0.058 -0.193 0.213
H 4.6997 4.8585 2.3689 -0.395 0.393 0.037
H 5.0284 3.2011 2.5598 0.200 -0.117 0.513
O 0.5991 -8.6621 0.2597 -0.711 -1.080 -1.343
C -0.2742 -8.4163 -0.5516 0.529 1.164 0.900
O -0.8409 -9.2785 -1.4993 1.217 1.585 1.615
C -0.2080 -10.5575 -1.6059 0.594 -1.334 -0.218
C -1.0728 -11.4596 -2.5018 -0.064 0.634 0.560
C -0.8544 -6.9672 -0.5127 -1.245 -1.467 -1.445
H 0.0072 -10.9546 -0.6138 -0.616 -0.127 0.169
H 0.7967 -10.5376 -2.0282 0.016 0.874 -0.353
H -2.0004 -11.6791 -1.9730 -0.162 -0.013 -0.302
H -0.6119 -12.4021 -2.7974 0.299 0.088 0.384
H -1.2627 -10.9269 -3.4336 -0.244 0.061 0.059
H -1.2765 -6.6791 0.4501 0.136 -0.533 0.133
H -1.6647 -7.0382 -1.2383 -0.256 0.747 0.025
H -0.2012 -6.1477 -0.8126 0.357 -0.632 -0.132
O -4.3255 -0.5294 6.8043 -0.948 -0.839 0.888
C -4.1863 0.4078 6.0784 1.538 -1.087 -0.372
O -4.5672 0.4105 4.7926 -0.247 1.117 -0.831
C -5.4142 -0.5382 4.1117 -0.224 -2.214 0.697
C -4.8897 -2.0267 4.1261 0.692 1.306 -0.412
C -3.2158 1.5194 6.4259 -1.114 1.182 -0.539
H -5.5835 -0.1733 3.0986 0.402 0.225 0.320
H -6.3958 -0.6368 4.5752 -0.039 0.640 0.350
H -5.3744 -2.6631 3.3857 -0.741 0.155 0.312
H -4.9306 -2.4198 5.1419 -0.037 -0.106 -0.270
H -3.8672 -2.0677 3.7508 0.373 0.212 0.367
H -3.4888 2.0881 7.3148 -0.296 -0.483 0.252
H -3.3127 2.2566 5.6288 0.801 -0.038 -0.171
H -2.2099 1.1403 6.6061 -0.103 -0.059 -0.412
```
Positions in Å, forces in eV/Å.

For the HOMO energy (spin up / spin down), the calculation gives -10.3849 / -10.3849 eV. As for the expectation value of S²: 0.76. Its spin multiplicity is 2. The total charge is +1. The HOMO-LUMO gap (spin up / spin down) is 8.4 / 2.3 eV.

Löwdin population analysis, charges in e, atoms 1 to 8: atom 1 (C): -0.09, atom 2 (C): -0.19, atom 3 (C): -0.11, atom 4 (C): -0.05, atom 5 (N): -0.13, atom 6 (C): -0.09, atom 7 (C): -0.10, atom 8 (C): -0.10